Here is an isolated ion of composition C27H33N2O4 and charge +1 from the OMol25 dataset. Energies are from ωB97M-V/def2-TZVPD.

Its SMILES is COc1ccc(C[NH+]2CCN(Cc3cccc(Oc4ccccc4)c3)CC2)c(OC)c1OC. For the HOMO-LUMO gap, the calculation gives 8.3 eV. Its charge is +1. The value obtained for the calculated total energy is -1458.8626 hartree. The energy above the lowest of the compared OMol25 structures with the same formula, charge and spin is 0.0 kJ/mol. For the HOMO energy, the calculation gives -0.3764 Eh.

Last column: Löwdin charge in e.
Cartesian coordinates (Å):
O -0.559 -0.354 4.170  -0.12
O 2.280 3.411 5.161  -0.09
O 0.306 -0.778 -4.950  0.04
O -0.206 2.100 5.409  -0.08
N -1.618 -1.719 -0.444  -0.18
N 0.063 -1.478 1.831  -0.11
C -1.765 -2.629 0.668  -0.16
C 1.324 -1.547 2.613  -0.05
C 1.773 -0.130 -6.688  -0.01
C 1.610 -0.228 3.278  -0.17
C 2.104 2.214 4.554  -0.18
C 3.524 4.070 5.048  -0.05
C 0.631 0.349 4.099  -0.14
C -1.215 -0.413 0.032  -0.14
C -0.409 -0.974 -7.262  -0.03
C 0.527 -0.608 -6.302  -0.26
C 0.151 -0.533 0.697  -0.07
C -1.791 0.450 -4.928  -0.01
C 3.072 1.611 3.760  0.00
C -3.311 0.032 -3.111  -0.05
C -0.918 -0.506 -4.415  -0.25
C 2.074 -0.006 -8.032  -0.08
C -2.982 0.705 -4.276  -0.06
C -0.410 -2.791 1.353  -0.08
C 0.849 1.583 4.726  -0.12
C -2.441 -0.916 -2.590  -0.23
C -1.311 -0.364 5.378  -0.03
C 1.138 -0.354 -8.992  -0.09
C -2.772 -1.669 -1.328  -0.14
C -0.098 -0.841 -8.603  -0.07
C 2.822 0.415 3.114  -0.03
C -1.250 -1.184 -3.247  0.04
C -0.022 3.030 6.464  -0.04
H -1.142 0.260 -0.823  0.14
H 3.422 4.978 5.639  0.10
H 1.373 -0.252 -10.040  0.10
H 0.316 -3.179 0.636  0.15
H 3.042 0.368 -8.329  0.11
H -1.947 -1.248 5.313  0.10
H -2.091 -3.600 0.293  0.14
H 0.768 2.712 7.146  0.11
H -4.244 0.242 -2.611  0.11
H -0.658 -0.450 6.246  0.11
H -3.658 1.444 -4.677  0.11
H -1.927 0.529 5.468  0.10
H -1.368 -1.368 -6.956  0.12
H -2.513 -2.278 1.406  0.14
H 4.027 2.086 3.620  0.11
H -3.645 -1.212 -0.834  0.13
H 2.143 -1.828 1.949  0.15
H 0.494 0.433 1.068  0.14
H -1.532 0.992 -5.825  0.12
H 3.743 4.336 4.010  0.10
H 2.491 0.135 -5.928  0.12
H 4.337 3.463 5.455  0.10
H 0.873 -0.925 -0.022  0.15
H 0.200 4.027 6.086  0.10
H -0.488 -3.478 2.197  0.14
H -1.942 0.014 0.749  0.14
H 1.199 -2.327 3.371  0.15
H -0.975 3.044 6.993  0.10
H -0.566 -1.920 -2.856  0.13
H -3.032 -2.700 -1.586  0.14
H -0.827 -1.125 -9.346  0.11
H -0.627 -1.100 2.509  0.16
H 3.585 -0.022 2.491  0.12